1.
# C4H3NO2

C4H3NO2 in the gas phase (the ωB97M-V functional and the def2-TZVPD basis, the OMol25 dataset).

Summary:
M	97.1	g/mol
HOMO-LUMO gap	8.76	eV
energy	-359.35434	hartree
E_LUMO	-0.011	Ha

The geometry in ORCA input format:
```
! wB97M-V def2-TZVPD RIJCOSX def2/J DEFGRID3
* xyz 0 1
O 2.57011 0.36654 0.20779
C 1.85131 -0.48055 -0.50085
C 0.42731 -0.24891 -0.23516
N -0.50760 -0.95096 -0.81227
C -1.68559 -0.45198 -0.32450
C -1.40789 0.55384 0.54673
O -0.07144 0.69908 0.61855
H 3.49100 0.16278 -0.01222
H -2.64329 -0.84585 -0.63326
H -2.01486 1.21123 1.15163
*
```


2.
# C4H3NO2

A molecular structure, C4H3NO2 at a distorted geometry (the ωB97M-V functional and the def2-TZVPD basis, the OMol25 dataset).

Summary:
M	97.1	g/mol
HOMO-LUMO gap (alpha / beta)	8.75 / 8.75	eV
energy	-359.34954	hartree
E_LUMO (alpha / beta)	-0.002 / -0.002	Ha

The geometry in ORCA input format:
```
! wB97M-V def2-TZVPD RIJCOSX def2/J DEFGRID3
* xyz 0 1
C 0.62053 -0.02938 1.00920
C -3.85975 0.01006 0.07112
C 0.11399 0.43012 -0.12813
C 0.27415 -1.00113 -0.63955
N 0.77158 -1.44891 0.44627
O -3.15711 0.91305 0.06921
O -4.55599 -0.89653 0.06909
H 0.86572 0.32669 1.98933
H -0.26306 1.35968 -0.50671
H 0.06700 -1.53360 -1.54969
*
```


3.
# C4H3NO2

C4H3NO2 in the gas phase at a distorted geometry (the ωB97M-V functional and the def2-TZVPD basis, the OMol25 dataset).

Summary:
M	97.1	g/mol
HOMO-LUMO gap	10.01	eV
energy	-359.42539	hartree
E_LUMO	-0.025	Ha
SMILES string	[H]/N=C1/C=CC(=O)O1

The geometry in ORCA input format:
```
! wB97M-V def2-TZVPD RIJCOSX def2/J DEFGRID3
* xyz 0 1
H -2.71125 -0.23514 -0.52436
N -2.10023 0.50749 -0.19639
C -0.94148 0.08710 0.04561
C 0.16780 0.94655 0.43672
C 1.29681 0.30032 0.18978
C 0.94707 -1.15735 0.00662
O 1.57837 -2.17331 -0.00303
O -0.43719 -1.17887 -0.18301
H 0.14750 2.02031 0.49825
H 2.05260 0.88290 -0.27018
*
```